(1)
Here is a cluster of 3 separate species, C23H39IN2O5 in total at a distorted geometry from the Open Molecules 2025 dataset. Energies are from ωB97M-V/def2-TZVPD.

Structure (XYZ):
```
70
Properties=species:S:1:pos:R:3:forces:R:3
C 4.939 -0.772 -0.646 -0.82 0.92 0.78
C 4.135 -0.838 0.819 -0.48 -0.02 -1.85
C 3.156 0.482 0.850 1.26 0.68 0.13
C 2.648 0.932 2.341 -0.56 0.27 0.30
C 1.011 1.046 2.506 0.16 0.82 0.67
C 0.313 2.063 1.374 0.91 0.41 1.48
C -1.301 1.856 1.212 0.04 1.99 1.16
C -1.924 3.374 0.877 -0.26 0.91 0.65
C -1.857 1.543 2.759 -3.24 -2.10 7.02
N -2.321 1.289 3.943 4.21 2.36 -10.69
C -1.793 0.776 0.098 -1.83 -1.30 -0.93
C -3.187 1.355 -0.631 -7.04 4.44 -3.73
N -4.235 1.914 -1.199 9.94 -5.43 5.41
C -2.212 -0.707 0.655 -0.94 -1.02 -0.70
C -0.967 -1.723 0.968 -0.65 -0.63 1.67
C -0.756 0.532 -1.164 0.29 1.68 -0.77
C -1.440 -0.254 -2.448 -3.26 4.00 -5.30
O -2.053 0.383 -3.484 4.44 -4.13 7.45
I -1.394 -2.475 -2.669 0.13 1.59 0.27
H 4.089 -0.578 -1.457 2.03 -0.62 1.51
H 5.554 -1.747 -0.864 -1.21 2.06 0.35
H 5.615 0.210 -0.608 -1.25 -2.34 -0.28
H 3.431 -1.782 0.744 1.61 1.72 0.66
H 4.920 -0.892 1.685 -1.80 0.14 -1.50
H 2.284 0.358 0.066 1.64 0.05 1.71
H 3.818 1.387 0.439 -1.46 -1.90 0.76
H 3.076 2.009 2.593 -0.81 -2.24 -0.57
H 3.051 0.207 3.190 -0.85 1.42 -1.92
H 0.837 1.590 3.555 0.25 -1.32 -2.25
H 0.470 0.014 2.593 1.15 1.86 -0.43
H 0.928 2.092 0.380 -1.51 -0.31 1.67
H 0.461 3.146 1.858 -0.42 -2.37 -1.23
H -1.732 3.699 -0.243 -0.57 -0.98 2.22
H -1.398 4.221 1.534 -0.92 -2.18 -1.28
H -3.075 3.453 1.186 2.55 -0.42 -1.10
H -2.827 -1.219 -0.233 1.28 1.30 1.84
H -2.993 -0.685 1.558 1.97 0.35 -1.92
H -1.102 -2.748 0.374 0.55 2.53 1.13
H 0.101 -1.258 0.863 -2.10 -1.04 -0.06
H -1.073 -2.031 2.117 0.44 0.70 -2.52
H -0.496 1.624 -1.572 -0.63 -2.45 0.60
H 0.269 0.056 -0.866 -2.27 0.57 -0.42
O 0.853 -3.802 2.398 -1.32 -1.55 0.64
C 0.217 -4.826 2.629 0.98 1.17 -0.13
O -0.827 -4.804 3.488 0.01 0.58 -0.25
C -1.737 -5.900 3.698 0.05 -0.20 0.12
C -1.173 -6.887 4.700 0.21 -0.08 0.09
C 0.640 -6.138 2.032 -0.23 -0.26 -0.61
H -2.011 -6.369 2.749 0.16 0.04 0.06
H -2.656 -5.463 4.103 0.32 0.18 -0.15
H -0.242 -7.335 4.346 -0.14 -0.03 -0.03
H -1.890 -7.690 4.896 0.06 0.11 -0.02
H -0.941 -6.383 5.644 -0.15 -0.04 -0.14
H 1.455 -6.556 2.628 -0.10 0.06 -0.08
H 0.992 -5.956 1.012 0.16 0.08 0.30
H -0.164 -6.866 1.951 0.06 -0.05 0.21
O 1.683 5.220 -6.664 -1.66 -0.29 1.47
C 0.637 5.044 -6.047 1.39 0.03 -0.96
O 0.649 4.909 -4.702 0.46 0.34 0.01
C -0.526 4.870 -3.872 -0.13 -0.23 -0.05
C -1.106 3.470 -3.820 -0.02 -0.05 -0.11
C -0.664 4.887 -6.781 -0.45 0.51 -0.16
H -1.257 5.620 -4.191 0.07 -0.12 -0.08
H -0.204 5.162 -2.866 0.21 0.05 -0.31
H -1.424 3.128 -4.808 -0.06 0.04 0.16
H -1.967 3.435 -3.147 0.05 -0.05 -0.07
H -0.353 2.758 -3.467 -0.08 0.16 -0.04
H -0.749 3.859 -7.141 0.01 0.13 0.04
H -0.665 5.572 -7.634 0.18 -0.30 0.05
H -1.540 5.140 -6.187 0.00 -0.22 0.06
```
Positions in Å, forces in eV/Å.

Computed properties:
E (eV): -45791.332
Net charge: 0

***

(2)
Here is a cluster of 2 separate species, C23H39N3OP in total at a distorted geometry from the Open Molecules 2025 dataset. Energies are from ωB97M-V/def2-TZVPD.

Structure (XYZ):
```
67
Properties=species:S:1:pos:R:3:forces:R:3
C 5.308 1.553 -3.582 0.71 0.73 -0.07
C 4.351 0.787 -2.711 -0.18 0.51 0.21
N 3.133 1.561 -2.545 0.50 0.40 0.01
C 1.996 0.922 -2.214 -1.65 0.65 0.45
C 0.804 1.556 -2.065 0.78 -0.83 -1.51
C -0.459 0.849 -1.758 -0.26 -1.41 1.48
C -1.774 1.517 -2.074 0.08 -0.50 -0.92
C -2.954 0.992 -1.529 -0.31 0.44 -0.15
C -4.150 1.716 -1.610 0.37 0.32 -0.23
C -4.179 2.928 -2.336 0.26 -0.45 0.15
C -3.027 3.359 -3.008 -0.23 -0.15 0.27
C -1.827 2.649 -2.887 -0.45 0.05 0.31
C 3.057 2.970 -2.910 0.55 -0.48 -0.48
C 4.400 3.644 -2.706 0.75 0.78 -0.10
O 5.558 2.882 -3.083 -0.58 -0.81 -0.05
H 6.301 1.085 -3.577 -0.33 -0.01 -0.11
H 4.943 1.592 -4.622 0.02 0.03 0.23
H 4.096 -0.158 -3.181 0.06 -0.27 -0.19
H 4.793 0.568 -1.736 0.20 0.03 0.06
H 2.092 -0.145 -2.010 -0.04 0.13 -0.23
H 0.730 2.612 -2.306 -0.10 -0.32 0.21
H -0.451 -0.294 -1.790 0.03 1.25 -1.17
H -2.933 0.002 -1.057 0.11 0.58 -0.07
H -5.042 1.364 -1.076 0.31 0.10 -0.42
H -5.105 3.506 -2.389 0.35 -0.19 -0.01
H -3.051 4.274 -3.599 -0.06 -0.26 0.10
H -0.932 2.979 -3.415 -0.31 0.00 0.21
H 2.736 3.079 -3.962 -0.05 -0.09 0.22
H 2.303 3.468 -2.292 0.41 0.01 -0.03
H 4.457 4.567 -3.322 -0.28 -0.36 0.48
H 4.538 3.929 -1.647 -0.10 -0.16 -0.38
C 2.649 -2.592 2.491 0.38 -0.24 0.31
C 1.482 -2.722 1.530 -0.10 -0.72 0.16
C 1.934 -2.391 0.115 0.15 -0.09 -0.20
C 0.944 -4.174 1.580 0.33 0.25 -0.16
N 0.339 -1.868 1.937 -0.45 -1.80 -0.21
C 0.427 -1.101 3.164 0.98 0.32 1.37
C -0.955 -0.584 3.452 -0.39 0.50 1.31
N -1.821 -1.087 2.379 -0.61 -1.69 0.07
C -3.300 -1.015 2.547 -0.16 -0.42 0.36
C -3.680 -0.305 3.837 -0.30 -0.01 0.55
C -3.770 -2.484 2.594 -0.13 0.47 -0.07
C -3.963 -0.306 1.380 -0.26 0.04 -0.06
P -1.199 -2.476 1.649 1.27 4.07 0.35
H -0.447 0.867 -0.692 -0.41 0.29 1.53
H 2.394 -2.947 3.497 0.08 0.16 -0.19
H 3.443 -3.252 2.133 -0.04 0.15 0.02
H 3.061 -1.578 2.549 -0.14 -0.18 -0.05
H 1.129 -2.593 -0.604 0.16 0.11 0.07
H 2.241 -1.339 0.023 -0.03 -0.33 0.04
H 2.785 -3.056 -0.122 -0.36 0.44 -0.07
H 0.148 -4.289 0.814 0.57 -0.32 0.35
H 1.776 -4.852 1.352 -0.44 -0.11 0.10
H 0.521 -4.371 2.591 0.36 -0.12 -0.58
H 0.758 -1.750 4.010 -0.25 0.24 -0.72
H 1.160 -0.283 3.188 -0.14 -0.25 -0.74
H -1.301 -0.981 4.437 0.11 0.12 -0.80
H -0.949 0.503 3.626 -0.30 -0.24 -0.77
H -3.321 0.733 3.895 -0.04 -0.37 -0.09
H -4.775 -0.271 3.881 0.22 0.05 -0.01
H -3.360 -0.864 4.729 -0.04 0.27 -0.24
H -3.531 -2.952 1.620 -0.48 -0.03 0.45
H -3.226 -3.015 3.402 -0.52 0.12 -0.28
H -4.854 -2.490 2.742 0.21 -0.38 0.04
H -3.898 -0.915 0.478 0.00 0.02 -0.05
H -5.030 -0.185 1.626 0.36 0.06 -0.21
H -3.519 0.671 1.168 -0.10 -0.13 0.14
```
Positions in Å, forces in eV/Å.

Computed properties:
E (eV): -40281.844
Net charge: +1

***

(3)
Here is a structure of composition C23H39O2PbSi at a distorted geometry from the Open Molecules 2025 dataset. Energies are from ωB97M-V/def2-TZVPD.

Structure (XYZ):
```
66
Properties=species:S:1:pos:R:3:forces:R:3
O 2.227 2.989 -0.849 1.59 1.54 -1.31
C 2.926 3.393 -2.128 -0.59 -0.87 -0.39
C 3.864 4.380 -1.458 -0.80 -0.33 0.40
H 2.235 3.827 -2.863 0.00 -0.25 0.32
H 3.451 2.544 -2.583 -0.39 0.04 0.17
C 3.138 3.908 -0.181 0.88 1.18 0.65
H 3.606 5.420 -1.653 0.42 -0.05 -0.25
H 4.939 4.176 -1.508 -0.36 0.09 -0.09
C 2.410 5.073 0.445 -0.30 -0.24 0.07
H 1.742 5.510 -0.300 0.03 0.12 0.15
H 3.144 5.818 0.781 -0.32 -0.13 0.00
H 1.814 4.713 1.285 -0.05 0.21 0.14
C 4.090 3.291 0.817 -0.07 -0.19 0.23
H 4.672 2.467 0.380 -0.19 0.14 0.22
H 3.532 2.970 1.707 0.28 -0.19 -0.12
H 4.800 4.072 1.125 -0.17 -0.25 -0.02
Pb -0.898 0.766 0.632 -0.20 -1.25 -0.65
C -0.924 -3.246 2.104 1.66 1.97 1.52
C -0.808 -4.037 0.930 1.72 -0.52 -2.34
C 0.374 -3.685 0.242 -1.21 -0.58 0.61
H -1.506 -4.792 0.594 0.32 0.11 0.23
C 1.078 -2.760 1.066 -0.20 -0.02 -0.08
C 0.264 -2.468 2.207 -1.57 -0.09 0.57
H 0.518 -1.809 3.046 -0.05 -0.39 -0.44
H -1.758 -3.225 2.814 0.43 -0.12 -0.35
H 0.685 -4.058 -0.730 0.03 -0.06 0.37
H 2.087 -2.374 0.883 -0.51 -0.18 0.10
C -3.432 -0.542 3.657 2.20 -0.73 2.04
C -2.156 -0.276 4.246 -2.27 -1.69 -0.16
C -1.610 0.873 3.621 -0.67 1.20 -0.58
H -1.709 -0.838 5.081 -0.20 0.29 -0.72
C -2.588 1.377 2.689 0.07 -0.49 -0.13
C -3.708 0.485 2.726 0.64 1.51 -0.57
H -4.636 0.614 2.169 0.41 -0.01 0.35
H -4.088 -1.383 3.914 0.34 0.52 -0.14
H -0.649 1.339 3.863 -0.46 -0.17 -0.10
H -2.577 2.356 2.205 -0.03 -0.23 0.29
O 1.620 0.556 -1.457 -0.07 -0.18 -0.11
C 2.845 0.265 -0.740 -0.58 -0.57 0.09
C 3.847 -0.213 -1.791 -0.31 0.32 -0.31
H 2.606 -0.583 -0.069 0.25 0.24 -0.05
H 3.152 1.128 -0.132 -0.37 -0.44 -0.54
C 2.910 -0.804 -2.902 0.44 0.46 -0.65
H 4.536 -0.935 -1.339 -0.12 0.08 -0.32
H 4.441 0.632 -2.205 -0.36 -0.60 0.35
C 1.470 -0.468 -2.467 0.26 -0.31 0.81
H 3.071 -1.874 -3.080 -0.11 0.27 0.13
H 3.115 -0.279 -3.854 -0.01 -0.38 0.42
H 0.989 -1.352 -1.992 0.15 0.29 -0.29
H 0.812 -0.105 -3.280 0.45 -0.03 0.52
C -4.955 -1.166 0.247 -0.31 0.24 -0.10
Si -3.615 -1.873 -0.870 -0.42 -0.35 -0.18
C -3.416 -3.685 -0.422 0.21 -0.12 0.30
C -4.128 -2.069 -2.684 -0.02 0.40 -0.07
C -2.057 -0.790 -0.725 0.60 0.31 0.12
H -5.975 -1.369 -0.121 0.38 0.02 0.16
H -4.834 -0.073 0.318 -0.17 -0.36 -0.16
H -4.867 -1.581 1.267 -0.02 0.09 -0.38
H -4.334 -4.253 -0.621 0.03 0.33 -0.11
H -2.612 -4.156 -1.005 -0.28 0.15 0.09
H -3.197 -3.828 0.638 -0.14 0.01 -0.09
H -4.443 -1.129 -3.147 0.06 -0.05 -0.05
H -3.304 -2.482 -3.290 -0.20 0.17 0.28
H -4.973 -2.769 -2.776 0.25 0.20 0.18
H -1.204 -1.484 -0.858 -0.03 0.19 -0.07
H -2.046 -0.131 -1.617 0.01 -0.26 0.04
```
Positions in Å, forces in eV/Å.

Computed properties:
E (eV): -41691.521
Net charge: +1